[1]
Formula: C67H88BIN16O7
Source: the Open Molecules 2025 dataset
Level of theory: ωB97M-V with the def2-TZVPD basis set

HOMO energy: -9.213 eV
Orbital gap: 0.314 hartree

ORCA input file:
```
! RIJCOSX wB97M-V def2-TZVPD def2/J DEFGRID3
* xyz 0 1
C 0.766 -0.459 5.454
C -0.276 -0.144 4.391
O 0.285 0.438 3.204
C -0.768 1.137 2.576
C -0.503 1.484 1.130
C -0.834 2.760 0.724
C -0.685 3.198 -0.575
C -1.089 4.592 -1.009
C -0.348 5.746 -0.281
C 0.755 6.291 -1.227
C 2.011 5.384 -1.057
O 3.039 6.035 -0.286
C 3.941 6.668 -1.089
C 5.378 6.168 -1.130
O 3.642 7.632 -1.754
C -0.154 2.312 -1.490
C 0.181 1.045 -1.113
C 0.007 0.610 0.190
C 0.360 -0.816 0.536
O -0.231 -1.462 1.375
C 1.543 -1.361 -0.234
C 2.416 -2.246 0.368
C 2.269 -2.776 1.780
C 3.619 -3.017 2.508
C 3.773 -1.994 3.663
I 3.671 -4.997 3.410
C 3.474 -2.675 -0.414
C 3.688 -2.248 -1.698
C 4.910 -2.753 -2.441
O 5.206 -4.115 -2.172
C 6.246 -4.301 -1.293
C 6.033 -5.169 -0.243
C 7.000 -5.453 0.683
C 8.235 -4.837 0.587
C 8.456 -3.987 -0.463
C 7.492 -3.722 -1.404
C 2.819 -1.345 -2.276
B 3.039 -0.788 -3.761
O 3.612 0.437 -3.968
C 2.571 -1.682 -4.980
C 1.556 -0.957 -5.931
C 1.740 -0.922 -1.538
C 0.725 0.021 -2.078
O 0.291 -0.004 -3.213
H 1.125 -1.490 5.408
H 0.256 -0.360 6.417
H 1.584 0.264 5.479
H -0.875 -1.013 4.086
H -0.956 0.607 4.817
H -1.051 2.048 3.123
H -1.666 0.494 2.590
H -1.230 3.456 1.459
H -2.155 4.695 -0.759
H -1.042 4.662 -2.097
H -1.082 6.560 -0.167
H 0.021 5.484 0.714
H 0.417 6.207 -2.263
H 0.941 7.346 -1.027
H 2.413 5.082 -2.033
H 1.677 4.475 -0.551
H 5.563 5.577 -2.030
H 5.620 5.584 -0.236
H 6.055 7.022 -1.139
H -0.019 2.576 -2.536
H 1.751 -3.738 1.723
H 1.684 -2.097 2.401
H 4.502 -2.893 1.884
H 4.773 -2.091 4.092
H 2.997 -2.179 4.405
H 3.679 -1.005 3.200
H 4.179 -3.361 0.040
H 5.720 -2.055 -2.210
H 4.752 -2.680 -3.524
H 5.059 -5.648 -0.170
H 6.745 -6.159 1.466
H 8.978 -5.062 1.343
H 9.429 -3.509 -0.529
H 7.693 -3.042 -2.228
H 3.710 0.892 -3.123
H 3.444 -2.047 -5.542
H 2.074 -2.580 -4.597
H 0.642 -1.554 -5.978
H 1.265 0.007 -5.512
H 1.976 -0.869 -6.933
C 2.568 4.954 -5.430
C 1.145 5.266 -5.566
N 0.026 5.519 -5.668
H 3.096 5.215 -6.345
H 2.992 5.520 -4.601
H 2.698 3.889 -5.238
C -2.751 -3.857 1.144
C -4.119 -4.156 0.723
N -5.196 -4.395 0.392
H -2.145 -4.760 1.095
H -2.315 -3.102 0.494
H -2.755 -3.485 2.166
C -4.882 3.211 -0.100
C -4.221 3.953 0.973
N -3.702 4.539 1.815
H -4.209 2.447 -0.486
H -5.783 2.736 0.282
H -5.151 3.891 -0.907
C -7.508 -6.052 -1.138
C -8.837 -5.592 -1.541
N -9.885 -5.235 -1.858
H -7.012 -5.284 -0.549
H -7.598 -6.956 -0.539
H -6.907 -6.269 -2.019
C -2.576 -3.187 5.462
C -1.909 -2.510 6.576
N -1.374 -1.978 7.448
H -1.897 -3.908 5.009
H -3.461 -3.708 5.822
H -2.876 -2.455 4.716
C -6.948 5.730 4.106
C -7.608 5.399 2.852
N -8.135 5.138 1.862
H -6.185 6.487 3.929
H -7.677 6.117 4.816
H -6.477 4.845 4.528
C -7.988 -6.038 2.449
C -7.263 -5.293 3.481
N -6.690 -4.707 4.292
H -7.333 -6.787 2.007
H -8.851 -6.535 2.888
H -8.328 -5.357 1.672
C 6.303 -1.297 -6.693
C 6.902 -1.493 -5.373
N 7.374 -1.648 -4.332
H 6.952 -1.720 -7.458
H 5.334 -1.792 -6.736
H 6.171 -0.234 -6.884
C -5.257 -0.153 7.742
C -4.590 -0.339 6.452
N -4.063 -0.485 5.437
H -6.328 -0.254 7.621
H -4.906 -0.898 8.446
H -5.033 0.839 8.132
C 8.938 1.487 -3.232
C 8.703 2.924 -3.390
N 8.515 4.053 -3.515
H 8.173 0.924 -3.766
H 9.915 1.225 -3.630
H 8.903 1.221 -2.177
C -13.475 -6.592 -1.063
C -12.831 -6.746 0.244
N -12.328 -6.871 1.274
H -12.859 -7.048 -1.835
H -14.450 -7.075 -1.051
H -13.603 -5.536 -1.292
C -4.129 8.645 -0.239
C -2.971 8.208 -1.024
N -2.070 7.864 -1.656
H -4.392 9.664 -0.517
H -4.976 7.990 -0.435
H -3.894 8.617 0.823
C -7.798 9.270 1.374
C -6.632 9.628 2.187
N -5.721 9.911 2.833
H -8.217 8.330 1.732
H -8.557 10.047 1.443
H -7.507 9.151 0.333
C -6.720 -4.254 9.470
C -6.914 -2.808 9.355
N -7.067 -1.670 9.264
H -7.489 -4.775 8.903
H -5.742 -4.528 9.079
H -6.783 -4.552 10.515
C 10.804 -0.595 -6.007
C 10.081 -0.905 -7.240
N 9.509 -1.153 -8.209
H 11.524 0.202 -6.187
H 10.100 -0.275 -5.242
H 11.332 -1.479 -5.656
C 6.364 -5.410 -4.843
C 5.925 -4.994 -6.176
N 5.576 -4.666 -7.224
H 5.499 -5.559 -4.200
H 6.926 -6.340 -4.907
H 6.998 -4.638 -4.409
*
```

Atomic partial charges in e from the Mulliken method, atoms 1 to 5: -1.6069 -0.0042 -0.4415 -0.8399 0.2605

[2]
Formula: C3H3CoO2
Source: the Open Molecules 2025 dataset
Level of theory: ωB97M-V with the def2-TZVPD basis set

Energy relative to the best compared isomer or geometry (same formula, charge and spin): 0.00 kcal per mole
HOMO energy (spin up / spin down): -21.319 / -22.187 eV
Orbital gap (spin up / spin down): 0.352 / 0.309 hartree

ORCA input file:
```
! RIJCOSX wB97M-V def2-TZVPD def2/J DEFGRID3
* xyz 2 5
C -0.711 -0.507 0.114
C -1.311 0.708 0.103
H -2.188 0.896 -0.518
H -1.219 -1.447 -0.099
H -0.947 1.509 0.748
O 1.540 -1.364 0.218
C 0.728 -0.450 -0.138
O 1.217 0.738 -0.289
Co 2.892 -0.082 -0.140
*
```

Atomic partial charges in e from the Mulliken method, atoms 1 to 5: -0.0553 -0.2253 0.3301 0.4194 0.3282

[3]
Formula: C4H11NS
Source: the Open Molecules 2025 dataset
Level of theory: ωB97M-V with the def2-TZVPD basis set

Energy relative to the best compared isomer or geometry (same formula, charge and spin): 193.83 kcal per mole
HOMO energy: -7.662 eV
Orbital gap: 0.151 hartree

ORCA input file:
```
! RIJCOSX wB97M-V def2-TZVPD def2/J DEFGRID3
* xyz 0 1
C -1.245 0.351 -1.441
C -0.181 1.176 -1.287
S 2.450 -0.342 0.946
C -1.453 -0.694 -0.469
N -1.783 -0.127 0.895
C -0.615 -0.282 1.781
H 2.485 -0.182 -2.205
H 1.772 -0.506 -2.291
H 0.791 0.789 -1.076
H -0.227 2.234 -1.573
H 3.577 0.297 1.241
H -0.525 -1.179 -0.254
H -2.210 -1.490 -0.814
H -1.974 0.867 0.741
H 0.254 0.272 1.305
H -0.864 0.157 2.749
H -0.252 -1.341 1.751
*
```

Atomic partial charges in e from the Mulliken method, atoms 1 to 5: 0.0739 -0.2030 -0.4302 -0.2234 -0.3496

[4]
Formula: C30H41Cl4NO4
Source: the Open Molecules 2025 dataset
Level of theory: ωB97M-V with the def2-TZVPD basis set

HOMO energy: -8.035 eV
Orbital gap: 0.269 hartree

ORCA input file:
```
! RIJCOSX wB97M-V def2-TZVPD def2/J DEFGRID3
* xyz 0 1
C -3.201 1.320 -7.618
C -4.551 0.873 -6.810
C -5.773 1.522 -7.636
C -4.460 1.600 -5.382
C -4.527 -0.728 -6.776
C -5.510 -1.437 -5.729
C -5.590 -3.010 -6.186
C -7.026 -0.907 -5.737
C -4.970 -1.475 -4.214
C -3.531 -1.142 -3.757
C -3.111 -1.162 -2.253
C -4.121 -1.499 -1.124
O -3.775 -1.488 0.264
C -2.691 -0.571 0.537
C -2.363 -0.445 2.126
O -1.807 -1.656 2.681
C -0.371 -1.745 2.466
C 0.408 -1.046 3.685
N 1.355 -1.943 4.432
C 2.362 -2.675 3.654
O 2.251 -3.599 2.814
C 3.780 -2.067 4.054
C 5.213 -2.402 3.582
C 6.390 -1.553 4.179
C 6.154 -0.411 5.240
C 4.688 -0.075 5.725
C 3.562 -0.945 5.112
C 1.991 -0.952 5.353
O 1.448 -0.204 6.204
C -5.580 -1.860 -1.594
C -6.014 -1.844 -3.095
H -3.259 2.405 -7.960
H -3.145 0.609 -8.532
H -2.284 1.072 -6.978
H -5.517 2.647 -7.752
H -5.901 1.115 -8.695
H -6.744 1.505 -7.014
H -4.454 2.741 -5.582
H -3.402 1.374 -4.968
H -5.262 1.287 -4.634
H -3.453 -1.104 -6.565
H -4.786 -1.129 -7.824
H -6.622 -3.461 -5.986
H -5.372 -3.123 -7.301
H -4.785 -3.641 -5.644
H -7.268 -0.631 -6.835
H -7.173 0.051 -5.133
H -7.792 -1.729 -5.470
H -2.773 -0.871 -4.564
H -2.007 -0.909 -2.047
H -2.871 0.494 0.119
H -1.720 -0.951 0.056
H -1.641 0.448 2.273
H -3.352 -0.150 2.649
H -0.151 -1.103 1.528
H -0.120 -2.845 2.301
H 0.919 -0.086 3.332
H -0.399 -0.725 4.446
H 5.379 -3.243 2.824
H 7.477 -1.732 3.854
H 7.026 0.195 5.676
H 4.445 0.752 6.471
H -6.310 -2.137 -0.747
H -7.106 -2.094 -3.297
Cl 8.371 1.986 2.811
C 7.080 3.204 2.963
C 6.795 3.557 4.409
Cl 6.039 2.204 5.290
H 6.190 2.818 2.461
H 7.417 4.092 2.424
H 6.097 4.396 4.456
H 7.703 3.841 4.938
Cl 9.987 1.670 6.383
C 9.997 2.601 7.901
C 8.599 2.974 8.350
Cl 7.845 4.171 7.268
H 10.620 3.485 7.752
H 10.473 1.972 8.656
H 8.636 3.425 9.344
H 7.946 2.101 8.397
*
```

Atomic partial charges in e from the Mulliken method, atoms 1 to 5: -1.4260 1.5665 -1.5023 -1.2733 -1.6265

[5]
Formula: CH7O3
Source: the Open Molecules 2025 dataset
Level of theory: ωB97M-V with the def2-TZVPD basis set

Energy relative to the best compared isomer or geometry (same formula, charge and spin): 10.13 kcal per mole
HOMO energy: -3.205 eV
Orbital gap: 0.284 hartree

ORCA input file:
```
! RIJCOSX wB97M-V def2-TZVPD def2/J DEFGRID3
* xyz -1 1
C 0.465 -0.949 1.127
O 0.286 0.060 0.203
H 0.510 -0.669 2.204
H 1.470 -1.417 0.941
H -0.298 -1.722 0.940
H -1.472 -0.045 -0.432
H -1.834 -0.684 -1.738
O -2.250 -0.343 -0.961
H 1.722 1.624 -0.920
H 0.345 1.811 -0.466
O 1.055 2.333 -0.898
*
```

Atomic partial charges in e from the Mulliken method, atoms 1 to 5: -0.6568 -0.8871 0.1906 0.1624 0.2078